[1]
{
  "formula": "C5H5FLiO4V",
  "method": "ωB97M-V/def2-TZVPD",
  "relative_energy_kj_mol": 0.0,
  "charge": 2,
  "energy_ha": -1545.18462,
  "lumo_ev": [-8.496, -8.493],
  "multiplicity": 5,
  "e_homo_ev": [-16.839, -17.330],
  "symbols": ["H", "O", "O", "O", "C", "C", "C", "H", "C", "C", "O", "Li", "V", "F", "H", "H", "H"],
  "xyz": [[-0.043, 1.434, -1.313], [1.123, 0.707, 0.347], [1.241, 2.576, 1.462], [1.986, 0.666, 2.440], [0.560, 1.712, -0.455], [0.708, 2.856, 0.217], [1.501, 1.279, 1.547], [0.407, 3.876, 0.011], [-1.334, -2.141, 0.578], [-1.300, -1.576, -0.788], [0.009, -1.632, -1.292], [0.250, -1.995, -3.054], [1.228, -1.240, 0.029], [-0.254, -1.665, 1.331], [-2.212, -2.297, 1.202], [-2.075, -1.975, -1.538], [-1.795, -0.584, -0.726]],
  "nbo_charge": [0.2463, -0.5856, -0.3927, -0.4982, -0.0192, 0.1328, 0.9621, 0.2803, 0.2563, -0.2360, -0.9760, 0.9864, 1.5059, -0.3584, 0.2248, 0.2492, 0.2220]
}

---

[2]
{
  "formula": "C6H24FO6V",
  "method": "ωB97M-V/def2-TZVPD",
  "relative_energy_kj_mol": 0.0,
  "charge": 2,
  "energy_ha": -1737.59462,
  "lumo_ev": [-6.800, -11.495],
  "multiplicity": 5,
  "e_homo_ev": [-16.129, -15.995],
  "symbols": ["V", "F", "C", "O", "H", "H", "H", "H", "C", "O", "H", "H", "H", "H", "C", "O", "H", "H", "H", "H", "C", "O", "H", "H", "H", "H", "C", "O", "H", "H", "H", "H", "C", "O", "H", "H", "H", "H"],
  "xyz": [[13.945, -21.120, -5.006], [13.737, -21.698, -3.007], [12.226, -23.074, -0.150], [13.518, -23.109, -0.673], [12.075, -22.054, 0.256], [11.486, -23.156, -0.961], [12.094, -23.838, 0.608], [13.533, -22.525, -1.482], [15.988, -20.969, -0.521], [14.782, -20.296, -0.859], [16.491, -20.643, 0.390], [15.857, -22.046, -0.561], [16.761, -20.623, -1.226], [14.350, -20.780, -1.583], [11.269, -22.212, -6.323], [11.818, -21.439, -5.239], [10.967, -23.183, -5.921], [10.354, -21.750, -6.690], [11.960, -22.392, -7.142], [11.127, -21.131, -4.617], [16.929, -21.533, -4.258], [15.988, -20.572, -4.769], [16.408, -22.454, -3.990], [17.631, -21.793, -5.050], [17.416, -21.211, -3.341], [16.453, -19.744, -4.944], [14.248, -18.169, -3.643], [13.378, -19.129, -4.329], [14.601, -17.475, -4.408], [13.669, -17.647, -2.886], [15.100, -18.670, -3.200], [12.596, -18.604, -4.539], [10.666, -19.860, -2.222], [10.038, -20.633, -3.233], [11.648, -20.303, -2.025], [10.814, -18.794, -2.413], [10.189, -19.933, -1.238], [9.175, -20.209, -3.347]],
  "nbo_charge": [1.5812, -0.8239, -0.3072, -0.2483, 0.2987, 0.2616, 0.2548, 0.5333, -0.2683, -0.6509, 0.2293, 0.1798, 0.1735, 0.4867, -0.2673, -0.8159, 0.2010, 0.2140, 0.1981, 0.5454, -0.2644, -0.7877, 0.1982, 0.2169, 0.2111, 0.5261, -0.2597, -0.7824, 0.1992, 0.2157, 0.2033, 0.5159, -0.2703, -0.7450, 0.1724, 0.1809, 0.1931, 0.5011]
}

---

[3]
{
  "formula": "C3H8F3N3O",
  "method": "ωB97M-V/def2-TZVPD",
  "relative_energy_kj_mol": 144.4,
  "charge": 0,
  "energy_ha": -658.07807,
  "lumo_ev": [0.547, 0.547],
  "multiplicity": 1,
  "e_homo_ev": [-7.439, -7.438],
  "symbols": ["C", "C", "C", "N", "N", "N", "O", "F", "F", "F", "H", "H", "H", "H", "H", "H", "H", "H"],
  "xyz": [[-0.636, -1.155, 1.051], [-0.427, -0.420, -0.277], [2.336, -0.348, -0.263], [-1.146, 1.299, -1.619], [-1.225, 1.713, 0.652], [-1.035, 0.798, -0.433], [-0.311, -1.093, -1.359], [3.529, -0.692, -0.853], [2.164, 0.979, -0.348], [2.510, -0.561, 1.111], [-0.443, -2.188, 0.905], [-0.236, -0.963, 2.057], [-1.779, -1.250, 1.271], [-1.321, 2.293, -1.559], [1.499, -0.862, -0.692], [-0.562, 1.404, 1.432], [-2.206, 1.580, 0.913], [-0.711, -0.534, -1.989]],
  "nbo_charge": [-0.7103, 0.3696, 0.8432, -0.6948, -0.6446, 0.0361, -0.6666, -0.3331, -0.3257, -0.3577, 0.2441, 0.2449, 0.2184, 0.3542, 0.1584, 0.3794, 0.3664, 0.5183]
}